(1)
13
Properties=species:S:1:pos:R:3 method="wB97M-V/def2-TZVPD" total_charge=+1 relative_energy_kj_mol=514.52 e_homo_ev=-13.50 homo_lumo_gap_ha=0.3601
H -0.80119 1.68376 1.13897
N -1.32143 0.46944 -0.56383
C -0.92027 -0.59725 0.38623
H 3.07680 1.23314 0.07821
H 0.46317 -1.48603 -1.10021
C -0.57374 0.79081 0.62727
H 0.69679 -1.89416 0.70447
H -0.93314 0.65584 -1.58514
H -1.74158 -1.12927 0.74225
C 1.30658 0.19854 0.13823
C 0.48825 -1.08878 -0.06201
H -2.23906 0.77122 -0.54400
N 2.49881 0.39274 0.03957

---

(2)
13
Properties=species:S:1:pos:R:3 method="wB97M-V/def2-TZVPD" total_charge=+1 relative_energy_kj_mol=37.43 smiles=Cc1c[nH]c[nH+]1 e_homo_ev=-14.26 homo_lumo_gap_ha=0.3957
N -0.72622 1.31087 -0.36187
H -0.03280 -2.81719 0.59481
C -0.02444 -0.63233 0.27178
C 0.49257 1.24559 -0.85837
N 0.86784 -0.04853 -0.56388
H 1.43751 -1.95148 1.03406
C 0.34994 -1.88862 1.01185
H 1.08155 2.02451 -1.29634
H -1.33710 2.11501 -0.44864
H -2.05470 0.11734 0.83253
H 0.02247 -1.88202 2.04986
H 1.74391 -0.41668 -0.89002
C -1.07900 0.25385 0.40539

---

(3)
13
Properties=species:S:1:pos:R:3 method="wB97M-V/def2-TZVPD" total_charge=+1 relative_energy_kj_mol=294.28 smiles="C=[N+]1C=NCC1" e_homo_ev=-15.53 homo_lumo_gap_ha=0.3529
H -2.08587 -0.48382 0.93423
N -1.54485 1.17160 -0.09557
N 0.57158 0.44253 0.09649
H -0.08799 -1.33753 -1.04096
H 2.30881 1.46083 0.30920
C -0.32890 1.54010 -0.04077
H 2.49312 -0.24349 -0.24642
H -0.02079 -1.48671 0.78816
H -2.25846 -0.74227 -0.84581
H 0.13155 2.45321 -0.05006
C -1.65927 -0.23492 0.03572
C 1.86026 0.52958 0.04672
C -0.32543 -0.84594 -0.02224

---

(4)
17
Properties=species:S:1:pos:R:3 method="wB97M-V/def2-TZVPD" total_charge=+1 relative_energy_kj_mol=75.56 smiles="CC/[N+](=N/OC=O)OC=O" e_homo_ev=-15.80 homo_lumo_gap_ha=0.3681
C -0.70228 -2.18697 -0.16860
H -0.93993 -3.08308 0.35791
H 0.23647 1.21773 -1.73516
H -1.50742 -2.00586 -0.90567
C 2.44943 2.01510 0.66412
O 1.09802 1.76074 0.30362
N 0.58810 0.67442 0.79562
H -1.93573 -1.06439 1.22331
O 3.10786 2.58485 -0.10008
N -0.43716 0.13112 0.42374
H 0.33197 -2.11079 -0.43714
H 2.70197 1.63128 1.55828
H -0.28766 -1.44360 1.93993
O -1.34150 0.62528 -0.55595
C -0.89773 -1.16465 0.96858
O -1.62963 1.29747 -2.60600
C -0.83478 1.12136 -1.72652

---

(5)
15
Properties=species:S:1:pos:R:3 method="wB97M-V/def2-TZVPD" relative_energy_kj_mol=571.81 e_homo_ev=-7.16 homo_lumo_gap_ha=0.2872
H -3.17691 0.31123 1.17366
H -0.80991 1.73166 -1.00464
H 3.61291 -1.00082 -0.65265
C 1.70219 -0.22268 -0.94304
N -1.62558 0.01230 -0.52256
N 0.67279 0.35087 -0.67507
C 3.03094 -0.32781 -0.19978
H -2.56943 1.98653 0.02386
H -2.84036 -2.67867 0.00596
P -3.17240 0.79780 -0.06574
O -2.94187 -1.70509 -0.18190
H 2.80307 -0.78650 0.82524
C -0.50832 0.81047 -0.72561
C -1.63138 -1.32082 -0.44858
H 3.53374 0.63888 -0.35379

---

(6)
14
Properties=species:S:1:pos:R:3 method="wB97M-V/def2-TZVPD" total_charge=+1 relative_energy_kj_mol=291.11 smiles="C1=C[NH2+]CSC=N1" e_homo_ev=-13.42 homo_lumo_gap_ha=0.3285
H 0.31622 -0.30028 3.10870
H 0.31763 -2.29047 -1.25768
C -0.14614 -1.37620 -0.70684
C -0.56770 1.51797 0.46439
H -1.20322 2.32391 0.77154
C -0.26237 1.13030 -0.81736
H -1.31489 -1.26783 -0.69257
H -0.50383 1.65612 -1.75912
C 0.26099 -0.20682 1.99078
S 0.36683 -1.78169 1.11151
H 1.41292 -0.11840 -0.57398
H 0.91050 -0.12732 -2.12297
N -0.12617 0.90428 1.56641
N 0.53923 -0.06358 -1.08280

---

(7)
14
Properties=species:S:1:pos:R:3 method="wB97M-V/def2-TZVPD" total_charge=+1 relative_energy_kj_mol=247.50 e_homo_ev=-11.65 homo_lumo_gap_ha=0.2891
H 1.80218 2.25143 -0.12965
C -4.33339 -0.35443 0.27410
H 0.93047 -1.79999 -1.25762
H 0.72191 1.00963 -1.80092
C 1.94982 -0.88726 0.50510
S -3.02297 0.57499 0.21745
N 1.74352 1.19368 -0.12187
H 2.40850 -1.77065 0.95653
C 2.28004 0.39278 0.82049
H -5.14675 0.04467 0.76227
N 1.13486 0.47460 -1.06298
H 2.70201 1.04068 1.59712
C 1.24661 -0.80251 -0.69221
H -4.41680 -1.36763 -0.06781

---

(8)
15
Properties=species:S:1:pos:R:3 method="wB97M-V/def2-TZVPD" total_charge=+1 relative_energy_kj_mol=0.00 smiles="NC(=[NH2+])[C@@H]1C=CSS1" e_homo_ev=-11.97 homo_lumo_gap_ha=0.3153
C -1.22134 -0.22991 0.07497
C -1.16822 -0.29987 -1.40826
H -1.59429 -1.13805 0.54914
H 0.93373 0.70019 -1.05141
C -1.70503 0.69749 -2.11174
S -2.26235 1.18227 0.59375
C 0.27255 0.06038 0.71531
H 2.05819 0.93907 0.25460
S -2.43437 2.03942 -1.29612
N 0.43780 -0.14196 1.99604
H -1.72117 0.75476 -3.18534
H 1.27935 0.13731 2.48554
N 1.15699 0.61189 -0.06889
H -0.30875 -0.52954 2.55513
H -0.71507 -1.16403 -1.86591

---

(9)
14
Properties=species:S:1:pos:R:3 method="wB97M-V/def2-TZVPD" relative_energy_kj_mol=449.88 e_homo_ev=-6.77 homo_lumo_gap_ha=0.2366
N -0.39647 0.13451 0.32665
N 2.84810 1.77099 -0.43618
H -2.23054 1.03024 -0.17935
C 1.11904 -0.17191 -0.37687
N 1.28424 -1.36340 -0.73677
H -1.11566 -1.76785 0.16979
H -1.57874 -0.07577 -1.39257
H -0.81146 -1.20032 1.90746
H -0.84348 1.56417 -1.21583
C 2.09469 0.88547 -0.43105
C -1.10242 -0.94909 0.89464
H 2.21526 -1.52767 -1.13118
H -0.17642 0.85442 1.02083
C -1.31445 0.72506 -0.69681

---

(10)
14
Properties=species:S:1:pos:R:3 method="wB97M-V/def2-TZVPD" relative_energy_kj_mol=436.68 e_homo_ev=-8.48 homo_lumo_gap_ha=0.3258
H -1.12881 1.71281 -0.93730
N 0.80177 1.00082 -0.10199
H -1.33045 1.53018 0.74270
C -0.47180 1.88976 0.05901
H 1.00897 1.27728 1.02343
C -0.06681 -1.19174 -0.07167
H 2.55563 -1.65296 0.46486
H 2.86161 0.10351 -0.35125
H -0.27106 2.95223 -0.03129
C -1.50034 -1.02179 0.04326
C 0.91076 -0.29807 -0.17085
H 0.17454 -2.28950 0.06236
N 2.24972 -0.54738 0.06617
N -2.63739 -0.43951 0.01696

---

(11)
14
Properties=species:S:1:pos:R:3 method="wB97M-V/def2-TZVPD" relative_energy_kj_mol=407.16 e_homo_ev=-7.99 homo_lumo_gap_ha=0.3242
H -1.61172 1.32155 -0.57960
N 2.48085 0.05080 0.05037
N 2.13836 -0.09218 1.33597
C -0.96010 -0.94036 -0.22868
C 0.42099 -0.58359 0.09057
H -3.11445 0.69610 0.19150
H -1.83086 -0.70825 0.43245
C 1.44613 -0.23492 -0.77120
H 3.42258 0.33707 -0.17575
H 1.52086 -0.16955 -1.84771
C -2.01019 0.73794 0.22513
H -1.68757 1.08608 1.21220
H -1.12335 -1.01527 -1.30164
N 0.90848 -0.48542 1.36637

---

(12)
14
Properties=species:S:1:pos:R:3 method="wB97M-V/def2-TZVPD" relative_energy_kj_mol=219.30 e_homo_ev=-6.80 homo_lumo_gap_ha=0.2847
H -1.19335 1.70495 0.49621
H 2.54677 -1.39719 0.26228
N -2.52388 -0.46681 0.00973
C -0.04394 -0.96208 0.46526
N 2.35397 -0.40419 0.21607
C 0.54345 1.09695 -0.48017
C 1.01906 -0.08437 0.05478
H -2.87963 -1.38988 0.19624
H 1.03565 2.05135 -0.54766
H 0.06934 -1.99698 0.76440
H -1.76198 1.02870 -0.95893
C -1.24804 -0.33251 0.18492
N -0.90387 1.07140 -0.25518
H 2.98647 0.08065 -0.40795

---

(13)
14
Properties=species:S:1:pos:R:3 method="wB97M-V/def2-TZVPD" relative_energy_kj_mol=166.58 smiles=Nc1c[nH]c(N)c1 e_homo_ev=-6.91 homo_lumo_gap_ha=0.2929
H -0.33163 -2.31214 2.00033
H -1.82006 -1.59690 1.85793
N -0.82507 -1.42934 1.93382
H 1.81492 -0.14507 -1.46493
C 0.03232 0.72410 -0.83671
H 0.26646 2.69090 -0.85279
C -0.92717 0.37743 0.09726
H -0.16455 1.97196 -2.28136
H 1.92263 -1.05849 0.66936
N 0.42158 1.90815 -1.47733
H -1.97555 0.67259 0.11263
C -0.30741 -0.68031 0.86216
N 0.95829 -0.25825 -0.93358
C 0.93524 -0.86463 0.31323

---

(14)
14
Properties=species:S:1:pos:R:3 method="wB97M-V/def2-TZVPD" relative_energy_kj_mol=4.82 smiles=Nc1c[nH]c(N)c1 e_homo_ev=-7.70 homo_lumo_gap_ha=0.3221
H 2.97558 -0.33994 -0.73634
N -2.51645 -0.25561 -0.03587
H 2.64697 -1.31785 0.54366
H -1.28821 2.03032 -0.08679
C 1.14687 -0.03019 0.08277
H 1.27424 2.18895 0.02471
H -0.02991 -1.95313 0.10383
C -1.11359 -0.04567 -0.01177
C -0.00970 -0.87029 0.06139
H -2.81822 -0.76720 -0.85801
C 0.70721 1.26986 0.01693
N 2.52110 -0.38562 0.16903
N -0.66170 1.24323 -0.05352
H -2.83418 -0.76686 0.77998

---

(15)
14
Properties=species:S:1:pos:R:3 method="wB97M-V/def2-TZVPD" relative_energy_kj_mol=17.66 e_homo_ev=-8.45 homo_lumo_gap_ha=0.3402
C 0.31902 1.16770 0.32479
H -1.62993 1.78531 -0.07606
H -0.14470 -2.07285 -0.53920
C -0.14760 -0.99891 -0.38463
C -1.35076 -0.14432 -0.47111
N 2.10342 -0.58826 0.53300
H 2.42127 -1.49790 0.22864
H 0.05563 1.24027 1.38168
H 1.00641 1.95576 0.00235
C 0.84681 -0.23666 0.09942
H 2.81668 0.12201 0.44879
N -2.59020 -0.41934 -0.43039
N -0.90602 1.18352 -0.45466
H -2.67720 -1.42987 -0.40928

---

(16)
14
Properties=species:S:1:pos:R:3 method="wB97M-V/def2-TZVPD" relative_energy_kj_mol=334.91 e_homo_ev=-7.50 homo_lumo_gap_ha=0.3012
N 0.01628 2.45047 -0.70618
C 0.15943 0.34664 0.72793
H 0.99096 2.69921 -0.84552
C -0.46652 0.10704 -1.58240
H -0.60372 -1.96839 -1.28752
N 0.11278 -2.13637 1.24645
H -0.49265 2.75828 -1.52840
H 0.64020 -2.88931 0.81952
C 0.03072 -1.00733 0.43034
N -0.35314 -1.08250 -0.86909
H 0.50620 -1.92554 2.15392
C -0.11339 1.04539 -0.60454
H 0.52927 0.80181 1.63834
H -0.95641 0.80059 0.40716

---

(17)
14
Properties=species:S:1:pos:R:3 method="wB97M-V/def2-TZVPD" relative_energy_kj_mol=509.22 e_homo_ev=-8.23 homo_lumo_gap_ha=0.3139
H 0.08755 -0.93262 1.43864
C 0.32764 -1.02231 0.37617
C 0.68154 1.73583 -0.87096
N -0.82524 0.39154 0.00636
H 0.11210 -3.14137 0.35434
H 1.40312 -0.88707 0.23960
H 1.45755 2.26387 -1.41892
H -1.31007 -2.26531 -0.25364
N -0.86167 1.51700 0.74634
C 0.11404 0.45029 -1.04378
H 0.14404 -2.39759 -1.27539
C -0.21607 -2.27987 -0.25036
N 0.02635 2.31247 0.16121
H 0.06432 3.28352 0.46797

---

(18)
14
Properties=species:S:1:pos:R:3 method="wB97M-V/def2-TZVPD" relative_energy_kj_mol=403.99 e_homo_ev="-9.13 / -6.36" homo_lumo_gap_ha="0.3522 / 0.1961"
H -0.19829 -0.13338 2.03031
C 0.94069 -0.36360 0.27593
H -1.29175 1.26877 -1.66709
H -1.92783 -1.61128 1.58720
C -1.07428 -1.53220 0.92488
H -0.99710 -2.13178 0.02525
H -1.16265 1.34072 0.10549
C 0.67366 0.70391 -0.93504
H 2.56969 -0.62602 -0.41604
N 1.57076 0.72645 -1.76586
C -0.61940 1.50495 -0.83515
N 2.01320 -1.00959 0.37509
N -0.11792 -0.70702 1.19373
H -0.37878 2.57007 -0.89871

---

(19)
14
Properties=species:S:1:pos:R:3 method="wB97M-V/def2-TZVPD" relative_energy_kj_mol=340.24 smiles="C#CC/N=C/NN" e_homo_ev=-8.93 homo_lumo_gap_ha=0.3669
C -0.65920 0.10081 -0.12734
N -3.05539 -0.13953 -0.35205
H -0.88900 0.80661 -0.91674
N 0.38704 -0.14343 0.53635
C 1.45279 0.76855 0.14890
H 4.45062 -1.45097 -0.28754
C 2.69672 -0.03152 -0.19534
H 1.15821 1.42077 -0.72484
N -1.84118 -0.55123 0.22446
H -3.46317 0.44882 0.29966
H -1.87144 -0.98139 1.14865
H 1.62273 1.37827 1.00736
C 3.65108 -0.74989 -0.17731
H -3.63982 -0.87586 -0.58422